[1]
{
  "formula": "C2H8O4",
  "method": "ωB97M-V/def2-TZVPD",
  "elements": ["C", "C", "O", "O", "H", "H", "H", "H", "O", "H", "H", "O", "H", "H"],
  "coordinates": [[-1.5046, 1.6356, 0.6690], [-0.5651, 0.4940, 0.5620], [0.4301, 0.6160, -0.1961], [-0.6589, -0.5433, 1.3132], [-2.2725, 1.6115, -0.1200], [-2.1760, 1.7909, 1.5205], [-0.9283, 2.5578, 0.6173], [0.0749, -1.3865, 1.0269], [1.3153, -1.6102, 0.6114], [1.5270, -1.8727, -0.3066], [1.5244, -0.6639, 0.4765], [1.0050, -1.2083, -2.0800], [0.3610, -0.5781, -1.7674], [1.8676, -0.8428, -2.3268]],
  "lowdin_charge": [0.00, -0.58, -0.04, 0.06, 0.10, 0.09, 0.09, 0.12, 0.00, 0.07, 0.07, -0.05, 0.02, 0.07],
  "de_lowest_kcal_mol": 23.6,
  "lumo_ev": 0.63,
  "gap_ev": 11.00,
  "e_tot_ev": -10393.66845
}



[2]
{
  "formula": "C6H13NNiO9S3",
  "method": "ωB97M-V/def2-TZVPD",
  "elements": ["Ni", "S", "O", "O", "O", "O", "S", "O", "O", "O", "O", "C", "C", "C", "C", "N", "H", "H", "H", "H", "H", "H", "H", "C", "S", "O", "C", "H", "H", "H", "H", "H", "H"],
  "coordinates": [[22.2360, 15.5231, -18.2985], [19.3152, 18.6151, -17.3931], [20.3084, 18.5544, -18.4427], [18.0210, 18.9343, -17.9438], [19.4750, 17.3231, -16.7492], [19.4764, 19.7406, -16.4617], [25.2589, 12.3182, -18.8520], [25.0566, 10.9153, -19.1070], [26.6942, 12.3002, -18.5714], [24.7086, 13.2660, -19.7848], [24.5205, 12.8153, -17.6959], [12.7468, 13.3712, -17.7165], [14.2483, 13.3916, -17.8605], [14.7782, 13.6429, -19.3000], [16.2408, 13.5811, -19.3593], [17.4188, 13.5926, -19.4073], [12.2924, 13.5072, -16.7351], [12.2982, 12.4173, -17.9936], [12.4688, 14.1326, -18.4453], [14.7756, 12.4760, -17.5925], [14.5835, 14.1191, -17.1213], [14.4107, 14.6308, -19.5773], [14.4690, 12.9624, -20.0934], [27.0754, 19.8556, -19.3161], [26.8921, 19.2464, -17.5287], [25.8366, 18.1341, -17.5818], [28.4112, 18.2106, -17.4696], [26.1408, 20.3468, -19.5868], [27.3029, 18.9433, -19.8674], [27.8470, 20.6246, -19.2775], [28.4482, 17.8568, -16.4393], [29.2672, 18.8396, -17.7142], [28.2835, 17.4219, -18.2110]],
  "mulliken_spin": [0.99, -0.07, 0.09, 0.44, 0.04, 0.51, 0.00, 0.00, 0.00, 0.01, 0.01, 0.00, 0.00, 0.00, 0.00, 0.00, 0.00, 0.00, 0.00, 0.00, 0.00, 0.00, 0.00, 0.00, 0.00, 0.00, 0.00, 0.00, 0.00, 0.00, 0.00, 0.00, 0.00],
  "s2": 2.01,
  "charge": -2,
  "spin_multiplicity": 3,
  "lumo_ev": [3.50, 2.25],
  "gap_ev": [3.76, 2.46],
  "e_tot_ev": -99891.31556
}



[3]
{
  "formula": "C5H9NO",
  "method": "ωB97M-V/def2-TZVPD",
  "elements": ["C", "C", "O", "C", "N", "C", "C", "H", "H", "H", "H", "H", "H", "H", "H", "H"],
  "coordinates": [[1.3362, -1.1860, 0.0448], [0.6547, 0.1612, 0.0306], [1.6561, 1.1390, 0.2273], [-0.2744, 0.5156, -1.1556], [-1.3484, 0.9563, -0.2378], [-1.7744, -0.2453, 0.4728], [-0.5630, 0.4469, 0.9394], [0.6124, -1.9909, -0.1167], [1.8411, -1.3396, 1.0024], [2.0810, -1.2212, -0.7580], [1.2114, 1.9971, 0.2862], [-0.6171, -0.2976, -1.8067], [0.0644, 1.3592, -1.7593], [-1.6582, -1.2507, 0.0658], [-2.7561, -0.0153, 0.8724], [-0.4658, 0.9714, 1.8923]],
  "lowdin_charge": [-0.01, -0.53, -0.01, -0.11, -0.02, -0.12, -0.17, 0.08, 0.09, 0.09, 0.10, 0.12, 0.12, 0.11, 0.11, 0.14],
  "de_lowest_kcal_mol": 66.4,
  "lumo_ev": 1.03,
  "gap_ev": 10.34,
  "e_tot_ev": -8866.33401
}



Q: Number 3 is which compound?
A: C5H9NO